94
Properties=species:S:1:pos:R:3 method="wB97M-V/def2-TZVPD" spin_multiplicity=1 e_homo_ev=-2.9772 charge=-1 e_lumo_ev=1.84 e_tot_ev=-111730.444 max_force_ev_per_a=1.2 molar_mass_da=834.17
S -1.3022 2.2759 1.0335
C -5.6009 3.1365 -0.1425
C 3.7204 0.0272 -1.9561
H 6.2142 -4.1450 1.7082
H -3.4340 -1.2507 0.3852
C 0.0350 3.3026 -2.4978
C 1.5907 2.5238 0.6472
H 3.5436 1.1424 1.2072
H 1.7250 2.6140 4.0547
C -0.2082 4.0186 -3.6612
C 5.8334 -0.2330 -0.8361
H 3.1437 -0.1280 -2.8586
C -3.4741 2.1085 -0.6830
H -2.7798 -6.3983 2.6160
C 2.0227 2.4093 -3.4458
C 2.6793 -2.9013 1.9327
C 1.8849 4.7908 1.4717
C 1.5792 2.0954 1.9802
H 4.8804 -4.0618 0.5140
C 1.1604 -1.3653 -2.1011
C -2.2056 -5.9176 1.8442
H 1.7999 4.2530 -0.5978
C -4.8130 2.3691 -0.9844
C -0.9046 -6.0332 1.5269
N 0.5624 -0.2303 -1.6111
H 0.4494 -0.8336 4.1083
H -4.8157 -5.3006 1.2089
H 0.4604 4.4515 -5.6579
N -2.6973 1.3697 -1.5404
C -3.9442 -0.2209 2.2080
H 1.9959 5.8490 1.2632
Si 1.2798 1.3027 -0.8253
H 1.2090 -2.9214 -3.5274
C 0.0314 -1.1382 3.1483
H -6.6341 3.3312 -0.4013
C -2.1258 -0.0786 3.7448
C 1.1408 2.4573 -2.3645
H 2.9259 1.8214 -3.3686
C 0.7115 -2.0226 -3.1919
C -0.7579 0.0349 -2.0876
H 4.8152 -5.2534 1.8330
S -2.0181 -3.4397 -1.1326
H 5.4760 -0.7790 -2.8804
H 1.4504 1.0378 2.1970
C -3.4388 0.2041 3.4290
C 0.6586 3.9112 -4.7394
H -3.1576 0.9357 -2.3205
H -1.6912 0.2483 4.6814
C -4.1132 -4.4926 1.0065
C -3.7401 3.3893 1.3468
C 3.9374 0.7108 0.3021
H 2.4866 3.0397 -5.4439
H 5.8468 0.3953 1.2168
N -1.8304 -1.1925 1.6502
Na -0.0138 -1.6008 0.2990
H -0.1263 -6.6263 1.9708
H -4.3244 -4.0494 0.0358
C 1.7671 3.8885 0.4225
H -0.6862 -1.9133 -4.8757
C 1.8617 4.3413 2.7843
C -1.4053 0.9074 -1.2759
H -5.6774 4.2395 1.7030
S 2.2328 -3.6681 0.4877
C 5.2641 0.2972 0.3083
N -0.6787 -5.2143 0.4411
H -2.0276 -0.1078 -3.8604
C -1.1583 -0.5133 -3.3525
C 1.7867 3.1148 -4.6191
N -0.6079 1.4374 -0.2843
C 3.1127 0.5875 -0.8224
C 5.1428 -4.2554 1.5493
S 4.3275 -3.0240 2.5949
H -4.0636 0.7712 4.1079
H -4.2085 -3.7202 1.7720
H 1.9554 5.0433 3.6047
N -2.7667 -5.0091 0.9608
C 1.7223 2.9840 3.0350
H -5.2297 1.9621 -1.9003
N 1.9834 -2.1205 2.7238
C -1.3401 -0.7897 2.8339
C -3.0907 -0.9041 1.3561
H -1.0798 4.6607 -3.7261
H 2.0413 -1.6984 -1.5705
H -3.3074 3.7645 2.2683
H 6.8717 -0.5438 -0.8419
C 5.0515 -0.3631 -1.9734
H 0.2365 -4.9134 0.1340
H -4.9606 0.0051 1.9151
C -2.9389 2.6283 0.5060
N 0.7261 -1.8324 2.3243
C -0.4289 -1.5011 -3.9082
H -0.6521 3.4196 -1.6672
C -1.8080 -4.5507 0.0966
C -5.0666 3.6469 1.0335